Here is 2 unconnected molecules or ions with the total composition C4H12OS at a distorted geometry from OMol25. Energies are from ωB97M-V/def2-TZVPD.

Last column: Mulliken charge in e.
Element x y z (Å)
1 C 0.57 2.41 0.75  -1.121
2 C 1.03 1.13 1.43  -0.667
3 C 0.39 -0.15 0.93  -0.344
4 S 0.58 -0.53 -0.74  0.350
5 C 0.38 -2.32 -0.73  -0.797
6 H -0.44 2.67 1.13  0.323
7 H 1.12 3.33 0.89  0.339
8 H 0.28 2.35 -0.31  0.309
9 H 0.73 1.25 2.48  0.329
10 H 2.12 1.09 1.49  0.386
11 H -0.69 -0.10 1.18  0.365
12 H 0.78 -0.96 1.56  0.433
13 H 0.15 -2.66 0.28  0.320
14 H -0.42 -2.68 -1.37  0.373
15 H 1.34 -2.76 -1.01  0.382
16 H -1.93 -0.07 -0.78  0.267
17 H -3.12 0.54 0.01  0.342
18 O -2.88 -0.02 -0.77  -0.590

Results
* ΔE to the lowest compared entry with this formula, charge and spin: 16.3 kcal per mole
* total charge: +1
* spin multiplicity: 2